One molecule with the formula C5H8O, computed with wB97M-V/def2-TZVPD.

Atoms and positions in Å:
C -1.26516 -0.70128 -0.60908
C -0.38360 0.52820 -0.60038
C -0.03893 1.29988 0.63151
C 1.00571 0.41705 0.01028
C 1.30404 -0.89681 0.63649
O 1.97360 -1.75298 0.10759
H -1.57296 -0.99865 0.39961
H -2.16813 -0.53813 -1.20233
H -0.72227 -1.54962 -1.04962
H -0.40683 1.10476 -1.52164
H -0.46100 0.95077 1.57215
H 0.08016 2.37774 0.56657
H 1.82035 0.83996 -0.56984
H 0.83504 -1.08089 1.62869

Forces on atoms 1 to 2 (eV/Å):
C -0.1 -0.2 0.0
C 0.0 0.0 -0.2

F_max, eV Å⁻¹: 0.5
SMILES: C[C@H]1C[C@H]1C=O
Spin multiplicity: 1
E_tot, eV: -7360.995
HOMO, eV: -9.81
E_LUMO, eV: 1.07
HOMO-LUMO gap, eV: 10.881
Net charge: 0

***

C19H22BaN4O2Se3Si as an isolated structure, computed with wB97M-V/def2-TZVPD.

Atoms and positions in Å:
Ba -0.45134 0.64129 -0.05871
Se -3.03792 -1.79868 1.96230
Se -1.48045 -3.24464 0.97317
C -1.92042 -2.80656 -0.85385
C -2.66515 -3.70606 -1.59928
C -2.99493 -3.37187 -2.90518
C -2.58092 -2.15103 -3.40605
C -1.84478 -1.31898 -2.57879
N -1.50231 -1.63974 -1.33218
C -1.84667 -0.82860 3.12749
C -2.16073 -0.77192 4.47588
C -1.32301 -0.06546 5.32550
C -0.18949 0.52789 4.79926
C 0.04297 0.41664 3.43781
N -0.77751 -0.22793 2.60094
H -2.99012 -4.63519 -1.15419
H -3.58151 -4.05047 -3.50989
H -2.82836 -1.83080 -4.40750
H -1.53496 -0.34300 -2.93734
H -3.03576 -1.28649 4.84680
H -1.54797 0.00104 6.38162
H 0.50976 1.07472 5.41497
H 0.91972 0.88779 3.01007
O 2.60419 2.34436 1.80387
N 2.02854 1.59531 0.98606
N 2.54583 0.43856 0.74773
O 1.88040 -0.35200 -0.08799
C 3.72331 -0.09679 1.36573
C 3.69943 -1.44373 1.70362
C 4.81457 -2.01664 2.28952
C 5.94998 -1.25201 2.52321
C 5.96643 0.08816 2.16743
C 4.85186 0.67866 1.59006
H 2.81198 -2.01933 1.48039
H 4.80077 -3.06461 2.55889
H 6.82284 -1.70210 2.97774
H 6.85214 0.68414 2.34331
H 4.85259 1.72412 1.32693
C -3.05529 4.40547 0.69349
Si -4.04031 3.47853 -0.62563
C -5.86621 3.67561 -0.21049
C -3.72481 4.33326 -2.27845
Se -3.47812 1.31937 -0.70278
H -3.39896 5.43763 0.79951
H -1.99144 4.43606 0.44323
H -3.15881 3.91217 1.66214
H -6.16648 4.72606 -0.22916
H -6.07973 3.27439 0.78190
H -6.48217 3.12837 -0.92598
H -4.15966 5.33568 -2.30230
H -4.15952 3.75100 -3.09250
H -2.65350 4.42492 -2.47054

Forces on atoms 1 to 2 (eV/Å):
Ba -0.3 0.0 0.1
Se 0.1 -0.1 0.0

F_max, eV Å⁻¹: 0.4
Spin multiplicity: 1
E_tot, eV: -234726.050
HOMO, eV: -7.16
E_LUMO, eV: -0.80
HOMO-LUMO gap, eV: 6.366
Net charge: 0

***

An isolated ion of composition C3H8BO2 and charge -1 in a non-equilibrium geometry, computed with wB97M-V/def2-TZVPD.

Atoms and positions in Å:
B -0.42708 -0.78477 2.21957
C 0.21336 0.14825 0.99014
O 0.29653 -0.74640 -0.20405
C -0.40549 -0.12352 -1.26189
C 0.52192 0.67040 -2.30854
O -1.63112 -0.23391 -1.37337
H 0.48443 -1.38218 2.72353
H -1.22400 -1.51909 1.69339
H -0.91957 -0.04994 3.02263
H -0.45977 1.04732 0.82011
H 1.29246 0.42358 1.25492
H 1.57313 0.74997 -1.87356
H 0.53579 0.06646 -3.26745
H 0.14941 1.73382 -2.43545

Forces on atoms 1 to 2 (eV/Å):
B 0.5 0.6 -0.9
C 0.3 -0.2 1.5

F_max, eV Å⁻¹: 3.4
Spin multiplicity: 1
E_tot, eV: -8011.395
HOMO, eV: -4.38
E_LUMO, eV: 3.74
HOMO-LUMO gap, eV: 8.112
Net charge: -1

***

So what do the calculations give for energy relative to the best compared isomer or geometry (same formula, charge and spin)? Going down the list: 29.1 8.5 60.0 kcal per mole.